1.
39
Properties=species:S:1:pos:R:3:forces:R:3 method="wB97M-V/def2-TZVPD" total_charge=0 orbital_gap_ev=8.8 energy_ev=-27036.0045
H 0.910149 -0.216749 0.105323 -0.1 0.1 -0.1
H -0.575769 0.058854 0.266978 0.2 0.2 -0.2
H -3.496522 1.650535 -2.585366 0.0 -0.2 -0.1
H -3.046991 0.495010 -1.706318 0.1 0.5 -0.3
H 1.908833 -2.996612 -1.330649 -0.1 -0.1 0.0
H 2.108851 -2.798298 0.162905 -0.2 -0.1 0.1
H 2.827173 -2.849773 2.411804 0.0 0.0 0.1
H 1.658682 -3.299236 3.273577 -0.1 0.0 -0.1
H -0.008344 1.539999 -2.619678 0.0 0.0 0.1
H -1.225231 2.191399 -1.983357 0.1 -0.5 0.2
H 4.028866 3.020609 -1.501481 0.1 -0.1 0.1
H 3.261368 3.115871 -0.193080 0.0 0.0 0.1
H -0.405758 -1.528359 2.109337 0.1 -0.2 -0.3
H -1.754646 -1.957519 1.555835 -0.2 -0.2 0.5
H -4.181240 -1.217961 -0.514971 -0.2 -0.1 0.0
H -2.834900 -1.014942 -1.190391 0.0 -0.6 0.0
H -2.294958 1.318295 2.080993 0.1 0.1 0.1
H -2.426110 2.281049 3.249730 -0.1 -0.1 0.0
H 1.625558 3.654104 3.126208 0.0 0.0 -0.1
H 2.623919 2.736032 2.440308 0.0 0.0 -0.1
H -1.278412 -1.953191 -1.620336 0.3 -0.4 -0.1
H -1.355130 -2.094100 -0.108946 0.8 -0.4 -0.2
H -3.249450 1.811047 -0.155168 0.0 0.3 0.2
H -2.743707 3.170335 -0.609705 0.0 0.1 0.3
H 4.530312 -1.036378 -1.414930 0.0 0.1 -0.1
H 3.415784 -0.763405 -2.411601 0.1 0.0 0.0
O 0.144621 -0.464473 0.635973 1.2 2.4 -0.7
O -2.782991 1.011895 -2.475814 -0.9 -1.0 -1.6
O 1.449803 -2.706392 -0.534374 1.0 0.1 -0.2
O 1.864005 -2.880946 2.429856 0.4 0.1 0.1
O -0.392142 1.759542 -1.763239 1.1 0.2 -0.4
O 4.100874 2.818743 -0.561771 -0.1 0.0 -0.1
O -0.817098 -2.179613 1.529977 -1.6 -1.7 2.2
O -3.325084 -1.640958 -0.645585 -0.9 0.8 0.3
O -2.909774 1.601114 2.767291 0.0 0.0 -0.1
O 2.085454 3.521114 2.289669 0.0 -0.1 0.1
O -1.059518 -2.556524 -0.901264 -0.4 0.0 -1.4
O -2.471157 2.250617 -0.515763 -0.6 1.0 1.6
O 4.360215 -0.948696 -2.359582 -0.1 0.0 0.1

2.
23
Properties=species:S:1:pos:R:3:forces:R:3 method="wB97M-V/def2-TZVPD" total_charge=0 smiles="C=C(C)CCCN.O" orbital_gap_ev=9.2 energy_ev=-10000.1822
C -0.765449 1.848220 -1.305055 1.2 0.0 -0.9
C -1.282522 0.604028 -1.062485 0.2 3.8 0.4
C -1.018621 -0.472234 -1.994824 1.8 -0.9 -2.5
C -2.113906 0.441733 0.185984 1.4 -3.8 -0.6
C -1.230913 -0.565597 1.207206 -2.3 2.0 -2.3
C 0.133690 -0.108171 1.536073 0.0 2.3 0.0
N 0.225562 1.272507 2.149441 1.7 -0.9 1.6
H -1.105053 2.719223 -0.800550 -0.5 0.2 1.2
H 0.085903 2.296021 -1.983129 -1.7 -2.0 0.6
H -1.344449 -0.165894 -3.019313 0.1 -0.3 0.7
H -1.429091 -1.452517 -1.838805 -0.4 -0.3 0.6
H 0.090307 -0.623590 -2.136152 -0.9 0.1 0.3
H -2.266532 1.349130 0.669618 -0.4 1.6 0.8
H -3.081515 -0.112403 0.008873 0.9 0.6 0.1
H -1.010256 -1.440104 0.594130 -1.0 -0.7 0.6
H -1.981987 -0.577241 2.003886 0.7 -1.1 0.4
H 0.544024 -0.776518 2.228874 0.7 -1.4 1.0
H 0.737560 -0.192640 0.613346 -0.1 0.5 0.4
H -0.629575 1.474429 2.745670 1.7 -0.6 -0.7
H 1.143372 1.188338 2.792158 -3.1 0.8 -1.6
O 5.503251 -2.383323 -1.128109 2.7 -5.2 -0.1
H 5.096589 -1.600709 -1.223911 -2.2 4.2 0.5
H 5.699610 -2.722685 -0.242924 -0.5 1.0 -0.4

3.
8
Properties=species:S:1:pos:R:3:forces:R:3 method="wB97M-V/def2-TZVPD" total_charge=0 orbital_gap_ev=10.1 energy_ev=-10294.2928
C -1.444679 -0.062668 0.086045 -0.5 -0.5 -0.9
C 0.367838 0.084077 -0.452496 -0.9 -3.9 0.3
O -2.153320 -0.770621 -0.536723 0.0 0.2 0.3
O -1.140497 0.646271 0.990603 -0.7 0.3 0.9
O 0.809015 1.256912 -0.544515 -0.9 0.6 -1.7
O 1.113196 -0.808710 0.273376 0.7 1.5 -0.6
H 1.503597 1.423393 0.032019 2.8 0.7 2.0
H 0.944852 -1.768656 0.151691 -0.6 1.2 -0.3

4.
106
Properties=species:S:1:pos:R:3:forces:R:3 method="wB97M-V/def2-TZVPD" total_charge=0 orbital_gap_ev="6.2 / 7.1" s_squared=0.753 energy_ev=-147262.1890 spin_multiplicity=2
Hf -0.565061 -0.246700 0.403311 -0.2 0.1 -0.3
N 1.743361 1.972204 1.589682 -0.1 -0.1 0.2
P 2.104619 0.402704 1.019110 0.0 0.0 0.2
C 3.447329 0.775633 -0.152968 -0.1 -0.1 -0.1
C 4.613449 1.429945 0.240520 0.1 0.0 0.0
C 5.561249 1.788795 -0.703639 0.0 0.0 0.0
C 5.354463 1.493533 -2.046696 0.0 0.0 0.0
C 4.192638 0.850317 -2.445541 0.0 0.0 0.0
C 3.240158 0.500513 -1.498066 0.0 0.1 0.0
C 2.944912 -0.380662 2.437973 0.0 0.0 -0.1
C 2.246217 -0.398729 3.644109 0.0 0.0 -0.1
C 2.779443 -1.030686 4.754232 0.0 0.0 0.0
C 4.012145 -1.663262 4.665962 0.0 0.0 0.0
C 4.707995 -1.660738 3.465769 0.0 0.0 0.0
C 4.177561 -1.021768 2.354147 0.0 0.0 0.0
P 0.216406 2.330732 0.956987 0.2 0.2 -0.2
C 0.566102 3.645380 -0.265932 -0.1 -0.1 0.1
C 0.735504 3.284801 -1.598820 0.1 0.0 0.0
C 1.111812 4.232778 -2.539818 0.0 0.0 0.0
C 1.322695 5.547814 -2.151770 0.0 0.0 0.0
C 1.158587 5.914933 -0.821320 0.0 0.0 0.0
C 0.779111 4.968074 0.117767 -0.1 0.0 0.0
C -0.670543 3.227164 2.254802 0.0 0.0 0.0
C -1.867017 3.862465 1.931527 0.0 0.0 0.0
C -2.633207 4.443899 2.929419 0.0 0.0 0.0
C -2.210470 4.391004 4.251756 0.0 0.0 0.0
C -1.020740 3.754708 4.575389 0.0 0.0 0.0
C -0.252015 3.169477 3.578761 0.0 0.0 0.0
H 2.459561 2.684537 1.673697 0.0 0.0 0.0
H 4.790241 1.645619 1.288997 0.0 0.0 0.0
H 6.466292 2.295076 -0.393257 0.0 0.0 0.0
H 6.099894 1.769433 -2.781398 0.0 0.0 0.0
H 4.023768 0.621939 -3.490077 0.0 0.0 0.0
H 2.315733 0.020895 -1.796895 0.0 0.0 0.0
H 1.276882 0.080692 3.700023 0.0 0.0 0.1
H 2.228167 -1.042065 5.685987 0.0 0.0 0.0
H 4.425961 -2.165756 5.530744 0.0 0.0 0.0
H 5.665131 -2.160831 3.391811 0.0 0.0 0.0
H 4.719532 -1.033604 1.417216 0.0 0.0 0.0
H 0.584623 2.252306 -1.898325 0.0 0.0 0.0
H 1.238063 3.943315 -3.575124 0.0 0.0 0.0
H 1.613733 6.288342 -2.885562 0.0 0.0 0.0
H 1.322939 6.940379 -0.516346 0.0 0.0 0.0
H 0.635177 5.259664 1.151672 0.0 0.0 0.0
H -2.205115 3.884265 0.901272 0.0 0.0 0.0
H -3.564521 4.933939 2.675926 0.0 0.0 0.0
H -2.811440 4.842442 5.030777 0.0 0.0 0.0
H -0.691852 3.707292 5.605654 0.0 0.0 0.0
H 0.668366 2.657039 3.831756 0.0 0.0 0.0
C -6.653361 -0.255146 0.572741 0.0 0.0 0.0
C -5.482280 0.436962 1.234081 0.0 0.0 0.0
O -4.577333 1.020468 0.266561 0.0 0.0 0.0
P -3.612688 0.127796 -0.628916 0.2 -0.1 0.1
S -2.074362 1.340355 -1.111642 0.0 -0.2 0.0
S -2.992581 -1.531418 0.248334 -0.1 0.2 0.0
O -4.465697 -0.280443 -1.906242 0.0 0.1 0.0
C -5.006796 0.738896 -2.783108 0.1 0.0 0.0
C -4.234795 0.753530 -4.082948 0.0 0.0 0.0
H -7.343378 -0.611167 1.339027 0.0 0.0 0.0
H -6.322285 -1.113497 -0.012363 0.0 0.0 0.0
H -7.189661 0.433472 -0.081449 0.0 0.0 0.0
H -4.916832 -0.251165 1.862919 0.0 0.0 0.0
H -5.805245 1.279291 1.842390 0.0 0.0 0.0
H -4.977841 1.709656 -2.284115 0.0 0.0 0.0
H -6.049228 0.464903 -2.940517 0.0 0.0 0.0
H -3.203143 1.057358 -3.911855 0.0 0.0 0.0
H -4.698655 1.453708 -4.779583 0.0 0.0 0.0
H -4.236695 -0.240109 -4.530885 0.0 0.0 0.0
C -0.665622 -4.020714 0.034297 -0.1 0.0 -0.1
Si 0.129367 -2.690412 -1.086498 0.2 0.0 0.1
C 1.973466 -3.378667 -1.186469 0.0 0.0 0.0
C 2.049749 -4.911594 -1.141566 0.0 0.0 0.0
C 2.708317 -2.875245 0.057359 -0.1 0.0 0.0
C 2.768809 -2.914980 -2.414242 0.0 0.0 0.0
C -0.674691 -2.915424 -2.843904 0.1 0.1 -0.1
C -0.380133 -4.301505 -3.432865 0.0 0.0 0.0
C -0.159231 -1.841677 -3.813227 0.0 0.0 0.0
C -2.195854 -2.764510 -2.790852 0.0 0.0 0.0
H -0.594180 -5.016382 -0.411208 0.0 0.0 0.0
H -1.719945 -3.828206 0.230920 0.0 0.0 0.0
H -0.159123 -4.049486 1.003433 0.0 0.0 0.0
H 1.569592 -5.317958 -0.251524 0.0 0.0 0.0
H 3.102585 -5.220994 -1.110699 0.0 0.0 0.0
H 1.596696 -5.379827 -2.015947 0.0 0.0 0.1
H 2.168560 -3.105829 0.981634 0.0 0.0 0.0
H 2.849883 -1.797449 0.006705 0.0 0.0 0.0
H 3.706355 -3.327100 0.129296 0.0 0.0 0.0
H 2.479570 -3.462989 -3.311001 0.0 0.0 0.0
H 3.840667 -3.089187 -2.256392 0.0 0.0 0.0
H 2.637705 -1.856425 -2.629993 0.0 0.1 0.0
H 0.664437 -4.416533 -3.718442 0.0 0.0 0.0
H -0.982972 -4.455214 -4.336435 0.0 0.0 0.0
H -0.631217 -5.103405 -2.734841 0.0 0.0 0.0
H 0.916172 -1.912419 -3.983450 0.0 0.0 0.0
H -0.380770 -0.837141 -3.437157 0.0 0.0 0.0
H -0.654779 -1.945305 -4.787147 0.0 0.0 0.0
H -2.660709 -3.463151 -2.091799 0.0 0.0 0.0
H -2.612448 -2.958835 -3.787932 0.0 0.0 0.0
H -2.488778 -1.757499 -2.504832 0.0 0.0 0.0
Cl -0.904487 -0.718499 5.448513 0.0 0.0 0.0
C -2.176229 -0.765486 4.206647 0.0 0.0 0.0
Cl -2.902910 -2.374308 4.149089 0.0 0.0 0.0
Cl -3.403804 0.441037 4.585154 0.0 0.0 0.0
C -1.521218 -0.471739 2.840443 0.1 0.0 0.1
O -0.698322 -1.307333 2.375647 0.1 0.0 0.1
O -1.809454 0.569703 2.221618 -0.1 -0.2 0.1